{
  "formula": "C78H181N11O18",
  "method": "ωB97M-V/def2-TZVPD",
  "elements": ["C", "C", "C", "C", "C", "C", "N", "O", "C", "C", "C", "H", "H", "H", "H", "H", "H", "H", "H", "H", "H", "H", "H", "H", "H", "H", "H", "H", "H", "H", "C", "C", "C", "C", "C", "C", "N", "O", "C", "C", "C", "H", "H", "H", "H", "H", "H", "H", "H", "H", "H", "H", "H", "H", "H", "H", "H", "H", "H", "H", "C", "C", "C", "C", "C", "C", "N", "O", "C", "C", "C", "H", "H", "H", "H", "H", "H", "H", "H", "H", "H", "H", "H", "H", "H", "H", "H", "H", "H", "H", "C", "C", "C", "C", "C", "C", "N", "O", "C", "C", "C", "H", "H", "H", "H", "H", "H", "H", "H", "H", "H", "H", "H", "H", "H", "H", "H", "H", "H", "H", "C", "O", "C", "C", "N", "C", "C", "O", "C", "H", "H", "H", "H", "H", "H", "H", "H", "H", "H", "H", "H", "H", "H", "H", "C", "O", "C", "C", "N", "C", "C", "O", "C", "H", "H", "H", "H", "H", "H", "H", "H", "H", "H", "H", "H", "H", "H", "H", "C", "O", "C", "C", "N", "C", "C", "O", "C", "H", "H", "H", "H", "H", "H", "H", "H", "H", "H", "H", "H", "H", "H", "H", "C", "O", "C", "C", "N", "C", "C", "O", "C", "H", "H", "H", "H", "H", "H", "H", "H", "H", "H", "H", "H", "H", "H", "H", "C", "O", "C", "C", "N", "C", "C", "O", "C", "H", "H", "H", "H", "H", "H", "H", "H", "H", "H", "H", "H", "H", "H", "H", "C", "O", "C", "C", "N", "C", "C", "O", "C", "H", "H", "H", "H", "H", "H", "H", "H", "H", "H", "H", "H", "H", "H", "H", "C", "O", "C", "C", "N", "C", "C", "O", "C", "H", "H", "H", "H", "H", "H", "H", "H", "H", "H", "H", "H", "H", "H", "H"],
  "coordinates": [[-6.720133, 2.877133, 3.574165], [-5.552922, 2.421000, 4.526279], [-4.231157, 3.049207, 4.014121], [-4.030325, 4.487408, 4.488904], [-4.204017, 4.686092, 6.014976], [-5.591117, 4.124307, 6.470661], [-5.796235, 2.716513, 5.922875], [-7.009398, 2.229914, 6.293558], [-5.382210, 4.046756, 8.029375], [-6.685976, 5.114144, 6.162920], [-5.447261, 0.898200, 4.201770], [-6.771475, 2.711564, 2.498035], [-6.882757, 3.927174, 3.817204], [-7.570926, 2.320830, 3.967593], [-3.413912, 2.464548, 4.436471], [-4.185495, 3.099495, 2.926235], [-4.713499, 5.131683, 3.935480], [-3.105744, 4.938831, 4.129086], [-4.102420, 5.733105, 6.300521], [-3.366717, 4.210767, 6.525937], [-6.281809, 3.617028, 8.470015], [-4.527450, 3.423436, 8.291974], [-5.160162, 5.027176, 8.450756], [-6.690859, 5.913534, 6.903907], [-6.482033, 5.633865, 5.226762], [-7.630759, 4.571608, 6.196631], [-5.391441, 0.908040, 3.113240], [-6.090185, 0.107294, 4.588049], [-4.521307, 0.591064, 4.687939], [-6.827253, 1.444088, 6.814043], [-4.752514, 0.307082, -4.852095], [-5.739585, 1.417073, -4.426858], [-7.118877, 0.828847, -4.916604], [-8.282544, 1.331341, -4.047403], [-8.001631, 1.103477, -2.580673], [-6.737829, 1.857617, -2.118887], [-5.624227, 1.420405, -2.981299], [-4.377222, 1.881754, -2.411798], [-7.063762, 3.404968, -2.334934], [-6.525366, 1.584494, -0.639203], [-5.402077, 2.722335, -5.249882], [-4.687101, 0.267060, -5.939394], [-4.814556, -0.575827, -4.215926], [-3.798374, 0.756684, -4.577164], [-7.386291, 1.158089, -5.920688], [-7.029594, -0.231873, -5.151123], [-9.099302, 0.639485, -4.253168], [-8.703559, 2.307495, -4.288199], [-7.842514, 0.033709, -2.445181], [-8.848035, 1.373264, -1.949069], [-6.167700, 4.021108, -2.260497], [-7.617825, 3.755950, -3.205519], [-7.741720, 3.709909, -1.537778], [-6.428219, 0.524831, -0.403030], [-5.653670, 2.107499, -0.245869], [-7.299678, 2.106652, -0.077161], [-6.191610, 3.465444, -5.137961], [-5.254210, 2.505375, -6.307785], [-4.434665, 3.098212, -4.916823], [-4.010467, 1.069918, -2.054003], [5.425667, -8.026354, -0.219910], [5.556674, -7.378795, 1.198374], [6.843538, -6.440328, 1.112238], [6.621079, -5.097739, 0.384044], [5.342986, -4.408874, 1.080582], [4.051575, -5.290609, 1.015007], [4.395533, -6.616581, 1.683155], [3.318894, -7.345678, 2.056076], [3.006494, -4.552338, 1.861729], [3.456082, -5.355577, -0.419729], [5.793151, -8.401337, 2.340107], [6.192778, -8.795776, -0.307247], [5.745041, -7.306241, -0.973276], [4.456978, -8.502138, -0.372750], [7.353920, -6.335324, 2.069617], [7.531173, -7.032207, 0.508127], [6.359404, -5.275255, -0.659078], [7.590629, -4.599686, 0.379447], [5.220919, -3.446127, 0.584282], [5.620837, -4.108671, 2.090906], [2.968169, -3.552292, 1.429820], [2.037341, -5.040127, 1.757330], [3.422195, -4.428634, 2.861726], [4.216370, -5.336356, -1.200549], [2.963084, -6.327322, -0.447265], [2.679346, -4.619316, -0.626359], [5.948750, -8.056992, 3.362510], [6.555674, -9.166642, 2.195342], [4.947169, -9.082270, 2.433723], [3.406347, -7.565984, 2.986357], [-6.555652, -2.053248, 2.250025], [-6.388222, -2.936573, 0.918669], [-7.560016, -2.510990, -0.046395], [-7.378596, -2.934447, -1.436137], [-6.110038, -2.401776, -2.086693], [-4.828427, -2.634070, -1.154022], [-5.157685, -2.489138, 0.271633], [-4.088587, -2.640442, 1.101642], [-4.228219, -3.996060, -1.394640], [-3.784009, -1.570530, -1.603937], [-6.533487, -4.418350, 1.332011], [-6.662870, -0.996660, 2.004626], [-5.873467, -2.066304, 3.100057], [-7.433776, -2.486084, 2.729218], [-8.468187, -2.909713, 0.405649], [-7.615731, -1.422527, -0.030671], [-8.228966, -2.547740, -1.997768], [-7.462161, -4.020391, -1.479110], [-6.344179, -1.381444, -2.390340], [-6.049478, -2.926379, -3.040227], [-3.266199, -4.048116, -0.884833], [-4.726153, -4.819765, -0.883094], [-4.122120, -4.292062, -2.438296], [-4.346338, -0.695429, -1.278251], [-2.879353, -1.530110, -0.997239], [-3.678762, -1.356403, -2.667501], [-7.051173, -4.625459, 2.268602], [-5.508472, -4.736889, 1.521677], [-7.005154, -4.936005, 0.496760], [-3.702288, -1.765698, 1.186485], [7.377092, 3.982870, -0.822810], [6.357368, 3.953737, -1.862593], [6.762539, 4.459139, -3.145804], [5.532128, 4.730545, -3.955063], [4.541025, 5.527423, -3.310926], [3.114466, 5.251762, -3.574138], [2.822205, 4.928105, -5.028227], [1.439717, 4.971289, -5.223107], [0.968574, 4.459828, -6.440413], [6.819199, 3.501577, -0.019556], [7.579195, 5.032900, -0.611417], [8.153056, 3.395528, -1.313727], [7.551064, 3.967688, -3.715733], [7.169187, 5.455426, -2.972200], [5.190546, 3.742551, -4.263761], [5.729195, 5.052614, -4.977584], [4.851117, 5.187325, -2.411883], [2.581140, 6.151282, -3.266700], [2.745073, 4.424927, -2.967512], [3.232312, 3.978697, -5.372523], [3.190326, 5.816534, -5.541341], [1.209999, 5.136425, -7.260186], [-0.112062, 4.318854, -6.419050], [1.276234, 3.461250, -6.750685], [-0.931802, -4.789384, 6.196259], [-2.085384, -3.977994, 6.070268], [-3.387425, -4.588490, 6.187291], [-4.381782, -3.485945, 6.080686], [-4.271161, -2.421903, 7.084929], [-3.449224, -1.208437, 6.641029], [-3.683583, 0.024068, 7.585662], [-2.993850, -0.191562, 8.868318], [-2.830094, 1.053981, 9.557906], [-0.096865, -4.091485, 6.258855], [-0.695044, -5.476110, 5.383576], [-1.208737, -5.268443, 7.135361], [-3.476548, -5.209345, 7.078753], [-3.518626, -5.387012, 5.457054], [-5.371949, -3.940889, 6.054575], [-4.396494, -2.957955, 5.127215], [-3.670325, -2.823202, 7.790652], [-3.408028, -0.733876, 5.660625], [-2.388147, -1.452356, 6.588794], [-4.767438, 0.139548, 7.589456], [-3.205833, 0.879079, 7.107320], [-2.664841, 0.812183, 10.607821], [-3.680764, 1.722119, 9.423505], [-1.982539, 1.532055, 9.066794], [-1.147256, -7.702483, -5.108237], [-0.310213, -6.617765, -4.885202], [-0.818325, -5.900931, -3.732825], [0.053440, -4.866555, -3.072953], [-0.000542, -3.483748, -3.581585], [0.275590, -3.283328, -5.037935], [0.277767, -1.761282, -5.525886], [1.181260, -0.854598, -4.867148], [1.176951, 0.385150, -5.477337], [-2.214956, -7.545245, -4.955330], [-0.922898, -8.412195, -4.311947], [-0.906777, -8.189040, -6.053500], [-1.098341, -6.622196, -2.965060], [-1.700672, -5.371942, -4.093022], [1.116819, -5.090199, -2.987454], [-0.168640, -4.837324, -2.006218], [0.466993, -2.785218, -3.021628], [-0.415910, -3.819810, -5.687637], [1.212906, -3.832021, -5.130073], [-0.712519, -1.305855, -5.522149], [0.600585, -1.851359, -6.563078], [1.828720, 0.397003, -6.350926], [1.631860, 1.174708, -4.879208], [0.141476, 0.679806, -5.647847], [-2.242244, 0.428142, 2.073117], [-1.437230, -0.662189, 1.613661], [0.000288, -0.257706, 1.370645], [0.755950, -1.477121, 0.787032], [0.663956, -1.586516, -0.636411], [1.343629, -0.588344, -1.495788], [2.824698, -0.829803, -1.660300], [3.480538, 0.265029, -2.266764], [3.728310, 1.477366, -1.480974], [-3.279197, 0.265660, 1.779138], [-1.991366, 1.373871, 1.592751], [-2.111708, 0.672505, 3.127320], [0.609044, -0.172392, 2.270777], [0.217648, 0.715516, 0.930538], [0.065790, -2.278738, 1.050074], [1.757566, -1.691295, 1.159844], [-0.273587, -1.806849, -0.940680], [1.080799, 0.418825, -1.172332], [0.914192, -0.802601, -2.474447], [3.054018, -1.656177, -2.333082], [3.304337, -1.182964, -0.747436], [4.625486, 1.994885, -1.820609], [4.020439, 1.055716, -0.519222], [2.827225, 2.090028, -1.452907], [-5.875172, 6.062598, 0.559924], [-4.503356, 6.405522, 0.579420], [-3.900484, 6.897965, -0.600781], [-2.410880, 7.283598, -0.387052], [-1.612065, 6.360434, 0.317582], [-2.039901, 6.180315, 1.718269], [-0.862677, 5.686620, 2.547064], [-0.584234, 4.308647, 2.327383], [0.351657, 3.575190, 3.157002], [-6.214841, 5.755353, 1.549029], [-5.968346, 5.204669, -0.105941], [-6.576285, 6.800966, 0.170893], [-4.546187, 7.568564, -1.167763], [-3.973315, 6.092047, -1.331060], [-2.269642, 8.242087, 0.112387], [-1.840075, 7.461842, -1.298379], [-1.134398, 5.575424, -0.101557], [-2.789872, 5.419716, 1.935339], [-2.250218, 7.132857, 2.204623], [-1.109774, 5.929811, 3.580464], [0.008626, 6.329300, 2.420984], [0.190789, 2.548992, 2.826633], [-0.069017, 3.557909, 4.162401], [1.391839, 3.894091, 3.090491], [13.534313, 1.085261, -2.489911], [12.554611, 1.752698, -1.637771], [11.227793, 1.130910, -1.620215], [10.368374, 1.363680, -2.911010], [8.961430, 0.805176, -2.915965], [8.192079, 1.254015, -4.094557], [6.698977, 1.255196, -3.952517], [6.023734, 1.713728, -5.210247], [4.588438, 1.222630, -5.165945], [13.430085, 1.462464, -3.507240], [13.514369, -0.004536, -2.484199], [14.562543, 1.303231, -2.201259], [10.683602, 1.420053, -0.721124], [11.306105, 0.058991, -1.438635], [10.823990, 0.956801, -3.813763], [10.280608, 2.436738, -3.081168], [8.904036, -0.158862, -2.620267], [8.608419, 0.622145, -4.879101], [8.330115, 2.263792, -4.481083], [6.605274, 1.920342, -3.094077], [6.358580, 0.268266, -3.639151], [4.237079, 1.490834, -6.162291], [3.984752, 1.866336, -4.526181], [4.410965, 0.164191, -4.975385], [3.972587, 1.910617, 2.379424], [4.627128, 0.741834, 1.859678], [5.980309, 0.959541, 1.378956], [6.554588, -0.341352, 0.752869], [7.929348, -0.158509, 0.365339], [8.802331, -1.338591, 0.329105], [8.368545, -2.287234, -0.731990], [8.558230, -1.695408, -2.044720], [7.778193, -2.332921, -3.030876], [3.637597, 2.758065, 1.781343], [4.623989, 2.387444, 3.111820], [3.125217, 1.506519, 2.933295], [6.623876, 1.340916, 2.171717], [5.827071, 1.724676, 0.617915], [5.961996, -0.701805, -0.087954], [6.602355, -1.064870, 1.566714], [7.939626, 0.441461, -0.447084], [8.899618, -1.787393, 1.317646], [9.834837, -1.029166, 0.166959], [7.318510, -2.409438, -0.466293], [8.707248, -3.310344, -0.568827], [8.194203, -3.236073, -3.477350], [7.802791, -1.644754, -3.875803], [6.718897, -2.414947, -2.787438]],
  "forces_ev_per_a": [[-0.792, 0.598, 1.914], [-0.729, -0.475, -2.957], [0.135, 0.668, 1.374], [-0.322, 0.984, 0.164], [-0.355, -0.823, -1.594], [2.231, -0.277, 1.288], [2.650, 1.538, 0.103], [-1.921, -0.433, 0.585], [-0.683, -0.737, -0.771], [-0.080, 0.090, -0.040], [1.429, 0.524, 1.097], [1.010, -0.092, 0.033], [-0.342, 0.150, -0.482], [-0.365, 0.245, -0.044], [0.255, -0.232, -0.269], [-0.063, -0.613, -0.016], [-0.648, 0.043, 0.155], [0.500, -0.551, 0.233], [-0.383, 0.149, -0.129], [-0.137, -0.474, 0.097], [0.004, 0.159, 0.351], [-0.089, -0.224, -0.232], [-0.330, 0.115, -0.154], [-0.099, -0.138, 0.220], [-0.438, -0.296, -0.293], [-0.195, 0.396, -0.278], [0.196, -0.691, 0.096], [-1.044, 0.720, -0.146], [0.520, -0.131, -0.623], [0.035, -0.109, 0.180], [1.486, 2.078, 0.308], [0.260, -1.267, -2.214], [-0.191, 1.895, 0.279], [-0.861, -2.106, -0.053], [0.687, 0.247, 0.096], [-1.089, 1.613, -1.514], [-0.848, -0.406, 2.009], [-0.775, 0.295, -1.297], [0.103, -0.160, 1.057], [0.728, 0.884, 0.113], [0.104, -0.692, 1.088], [-0.362, -0.868, 0.036], [-0.559, -0.232, -0.742], [0.567, -0.221, -0.012], [0.647, 0.653, -0.243], [-0.308, -0.343, 1.218], [-0.412, 0.054, -0.252], [0.609, 0.130, -0.081], [0.053, -0.133, 0.134], [-0.011, 0.195, 0.033], [0.136, -0.107, 0.074], [0.341, -0.715, -0.457], [0.106, 0.083, 0.382], [-0.227, -0.022, 0.027], [0.458, -0.180, -0.275], [-0.546, -0.626, -0.042], [0.166, 0.112, 0.005], [-0.338, -0.260, 0.000], [-0.118, 0.323, 0.263], [0.167, -0.188, 0.064], [0.524, -0.228, 1.079], [0.855, 0.275, 0.691], [-0.762, -0.768, -0.793], [-1.732, -0.905, 1.426], [1.900, -0.303, -1.160], [0.497, 0.316, 0.563], [2.200, 3.349, -0.687], [-1.936, -1.230, -0.738], [0.902, -0.035, -0.427], [0.331, -1.165, 0.428], [-0.266, -1.614, -0.294], [-0.037, -0.294, 0.155], [-0.757, 0.093, -0.154], [-0.020, 0.313, -0.241], [-0.424, 0.303, 0.228], [0.252, -0.108, -0.012], [0.066, -0.050, -0.112], [-0.466, 0.561, 0.315], [-0.625, 0.023, -0.301], [-0.203, -0.488, 0.329], [-0.320, 0.052, 0.010], [0.022, 0.120, 0.527], [-0.596, -0.305, 0.297], [-0.058, 0.023, -0.041], [-0.132, -0.096, -0.382], [0.252, 0.282, 0.175], [0.059, 0.867, -0.260], [0.644, 0.460, -0.575], [-0.479, 0.185, -0.174], [0.200, 0.296, 0.191], [-0.586, -0.715, -0.622], [-0.829, 1.815, 1.093], [0.828, 0.492, 2.376], [-0.402, -0.704, -1.003], [-0.153, -0.816, 1.013], [-0.282, -0.468, -1.842], [-1.811, 1.407, -1.125], [1.611, -0.770, 0.582], [0.479, -1.384, 0.399], [-1.579, 1.266, 1.463], [1.164, 0.357, -0.619], [-0.357, -0.033, -0.129], [0.929, -0.572, -0.607], [-0.604, 0.579, -0.160], [-0.203, 0.050, -0.127], [-0.087, 0.169, 0.216], [-0.157, -0.128, -0.247], [0.238, -0.221, -0.268], [0.736, 0.419, 0.527], [0.726, -0.162, 0.008], [0.362, 0.240, -0.341], [-0.736, 0.073, -0.123], [0.145, 0.296, -0.074], [0.101, 0.714, 0.158], [0.288, -0.482, -0.430], [0.389, -0.939, 0.009], [-0.373, 0.423, -0.204], [0.011, -0.573, -0.259], [0.227, -0.529, 0.215], [0.194, 0.139, 0.212], [-1.822, -0.154, -1.997], [-0.079, -0.196, -0.830], [0.027, 2.424, 0.907], [-0.426, -2.286, -3.138], [0.646, 0.150, 0.696], [0.560, -0.628, 0.578], [0.063, 1.524, 0.047], [-1.299, -0.989, 0.479], [-0.418, 0.107, -0.603], [0.853, -0.037, 0.306], [0.570, -0.145, 0.190], [0.779, 0.069, 1.099], [-0.271, -0.812, 0.302], [0.481, 0.352, 0.347], [-0.620, -0.638, 0.534], [0.844, 0.770, 0.031], [-1.491, 0.808, 1.334], [-0.242, -0.102, -0.239], [-0.073, -0.230, 0.246], [0.275, 0.090, -0.042], [0.836, -0.317, -0.795], [0.042, 0.123, -0.194], [-0.118, 0.586, 0.413], [0.890, -0.249, 0.451], [-1.105, 0.514, 0.908], [-0.832, 0.430, -1.105], [1.824, -0.341, -0.628], [-1.112, 0.811, -0.698], [0.896, 1.130, -0.951], [0.810, 0.478, 1.582], [1.743, -2.043, -0.270], [-1.802, 0.442, -1.008], [0.130, -0.781, -0.826], [0.013, -0.162, 0.393], [-0.540, -0.212, -0.162], [1.398, -0.872, 0.208], [0.081, 0.522, 0.959], [-0.134, 0.303, -0.854], [-0.301, -0.099, 0.615], [0.638, -0.384, -0.414], [-0.118, 0.213, 0.585], [-1.823, -0.853, -0.685], [0.348, -0.324, 0.953], [-0.105, 0.336, 0.865], [-0.136, 0.296, -0.066], [0.131, 0.276, -0.111], [-0.259, -0.140, 0.251], [0.327, 0.394, 0.470], [0.352, -1.421, 0.707], [0.161, 1.615, 0.635], [-0.051, 0.160, -0.715], [1.818, 1.473, 0.326], [-2.220, 0.446, -1.261], [0.635, 0.864, 1.835], [0.905, -1.323, 0.151], [-0.112, -1.777, 0.893], [0.184, 0.887, -0.154], [-0.214, 0.634, -0.596], [0.049, -0.643, 0.071], [-0.179, 0.317, -0.067], [-0.094, -0.190, 0.000], [-0.438, -0.013, 0.279], [0.356, -1.087, -0.601], [-0.698, 0.164, -0.001], [0.210, -0.440, 0.127], [-0.394, 0.126, 0.229], [0.672, 0.575, -1.084], [-0.295, -0.282, 0.213], [-0.068, 0.141, -0.345], [-0.462, -0.190, -0.724], [-0.082, -0.340, 0.778], [-0.016, 0.303, -0.587], [0.553, 0.490, -0.580], [2.116, 1.601, -0.502], [0.635, -1.436, 1.555], [-2.534, 0.034, -1.053], [1.448, -0.100, -1.430], [-1.451, -1.496, 0.095], [0.690, 0.126, 0.108], [0.626, 1.158, -0.499], [-0.072, -2.375, 0.276], [-0.086, -0.355, 0.432], [0.293, 0.075, -0.456], [-0.231, -0.593, 0.318], [-0.928, 0.282, 1.221], [-0.981, -0.031, -0.827], [0.473, -0.404, 0.947], [-0.095, 0.499, 0.143], [0.090, 0.253, -0.040], [0.344, 0.345, -0.145], [-0.087, 0.760, -0.162], [-0.556, -0.092, -0.299], [0.141, 0.537, 0.677], [-0.351, 0.064, -0.641], [-0.404, 0.606, 0.623], [0.197, 0.201, 0.149], [0.385, -0.719, -0.947], [-0.077, 1.158, 1.139], [-0.347, -1.225, -1.159], [-0.068, 0.478, -0.847], [-0.423, -0.398, 2.492], [2.514, -1.374, 0.074], [0.710, 0.292, 0.888], [0.305, -0.044, -0.314], [-2.082, 0.340, -0.429], [0.372, 0.153, 0.097], [-0.297, -0.338, -0.082], [0.278, 0.601, 0.024], [0.099, 1.279, 0.640], [0.686, -0.785, -0.177], [-0.651, 0.211, 0.330], [-0.804, -0.056, -0.727], [-0.588, 0.114, -0.182], [-0.599, 0.381, -0.470], [-0.578, 0.136, -0.521], [-0.288, -0.691, 0.619], [0.434, -0.120, -0.669], [0.572, -0.033, -0.239], [0.530, 0.391, 0.455], [-0.089, 0.139, 0.019], [-0.548, 0.590, 0.041], [-0.480, -1.263, -0.392], [0.105, -0.504, -0.780], [-1.000, -0.288, -0.003], [0.625, 3.156, 1.336], [1.241, -1.265, -1.090], [-0.222, -0.366, -0.422], [-1.025, -2.144, 2.623], [1.380, 1.879, -1.186], [-0.126, -0.217, -0.154], [-0.683, -0.122, 0.112], [-0.248, 0.560, 0.547], [0.150, 0.884, -0.119], [0.456, -0.372, -0.362], [0.801, -0.051, 0.021], [0.030, 0.115, 0.113], [-0.108, 0.125, -0.552], [-0.714, -0.133, -0.910], [1.140, 0.276, 0.653], [-1.027, 0.285, -0.099], [-0.456, -0.069, -0.228], [0.031, -0.352, -0.214], [0.240, -0.274, 0.621], [0.532, 0.094, 0.237], [0.649, -0.825, 1.324], [0.228, 0.377, -0.335], [-1.370, -0.126, -0.694], [0.206, 0.302, 1.174], [0.562, 0.794, 0.575], [0.583, 1.438, -0.292], [-0.856, -0.176, 0.220], [-0.389, -2.134, 1.837], [-0.005, 1.003, -1.429], [0.093, -0.510, -1.187], [0.216, -0.032, 0.309], [-0.134, 0.168, -0.116], [0.099, -0.103, 0.083], [0.702, 0.197, -0.270], [-0.617, -0.051, 0.158], [-0.574, -0.373, -0.047], [0.736, -0.259, -0.389], [-0.676, -0.267, 0.056], [0.058, 0.382, -0.318], [-0.629, 0.003, -0.875], [0.965, 0.042, -0.779], [0.080, -0.452, 0.724], [-0.067, 0.203, -0.160], [0.040, -0.330, 0.453]],
  "lowdin_charge": [-0.024, -0.479, -0.119, -0.172, -0.120, -0.459, -0.100, -0.012, -0.035, -0.038, -0.032, 0.070, 0.059, 0.078, 0.106, 0.122, 0.098, 0.083, 0.120, 0.108, 0.080, 0.051, 0.083, 0.085, 0.073, 0.089, 0.071, 0.085, 0.043, 0.105, -0.052, -0.479, -0.116, -0.185, -0.146, -0.471, -0.089, -0.010, -0.021, -0.033, -0.015, 0.089, 0.063, 0.071, 0.112, 0.110, 0.107, 0.106, 0.098, 0.127, 0.070, 0.062, 0.072, 0.067, 0.077, 0.080, 0.070, 0.075, 0.075, 0.062, -0.021, -0.453, -0.131, -0.151, -0.105, -0.456, -0.148, -0.019, -0.041, -0.020, -0.051, 0.076, 0.066, 0.084, 0.112, 0.106, 0.088, 0.075, 0.092, 0.112, 0.060, 0.089, 0.088, 0.069, 0.081, 0.068, 0.085, 0.079, 0.071, 0.105, -0.023, -0.446, -0.154, -0.216, -0.098, -0.449, -0.136, 0.002, -0.038, -0.009, -0.024, 0.063, 0.057, 0.073, 0.126, 0.102, 0.113, 0.111, 0.080, 0.117, 0.078, 0.076, 0.084, 0.055, 0.074, 0.076, 0.076, 0.078, 0.071, 0.071, -0.025, -0.255, -0.210, -0.261, -0.035, -0.169, -0.234, -0.179, -0.119, 0.071, 0.092, 0.084, 0.111, 0.122, 0.082, 0.129, 0.086, 0.119, 0.107, 0.109, 0.132, 0.087, 0.086, 0.074, -0.092, -0.218, -0.213, -0.226, -0.013, -0.176, -0.190, -0.201, -0.106, 0.088, 0.082, 0.086, 0.117, 0.120, 0.108, 0.108, 0.094, 0.084, 0.102, 0.107, 0.102, 0.088, 0.060, 0.084, -0.152, -0.185, -0.205, -0.203, -0.071, -0.147, -0.162, -0.208, -0.141, 0.086, 0.081, 0.092, 0.117, 0.122, 0.109, 0.111, 0.064, 0.107, 0.109, 0.112, 0.112, 0.086, 0.079, 0.090, -0.109, -0.186, -0.152, -0.202, -0.071, -0.172, -0.221, -0.220, -0.035, 0.073, 0.080, 0.079, 0.102, 0.106, 0.121, 0.101, 0.095, 0.108, 0.093, 0.122, 0.106, 0.066, 0.061, 0.084, -0.086, -0.216, -0.193, -0.218, -0.054, -0.197, -0.252, -0.202, -0.067, 0.080, 0.065, 0.087, 0.113, 0.108, 0.112, 0.119, 0.123, 0.097, 0.129, 0.101, 0.118, 0.062, 0.084, 0.080, -0.097, -0.192, -0.185, -0.162, -0.044, -0.233, -0.199, -0.182, -0.070, 0.077, 0.081, 0.077, 0.111, 0.096, 0.104, 0.106, 0.043, 0.114, 0.103, 0.089, 0.106, 0.076, 0.052, 0.087, -0.111, -0.220, -0.182, -0.198, -0.057, -0.185, -0.202, -0.207, -0.089, 0.080, 0.080, 0.080, 0.123, 0.084, 0.110, 0.123, 0.091, 0.125, 0.105, 0.089, 0.109, 0.095, 0.077, 0.097],
  "relative_energy_ev": 8.809,
  "e_homo_ha": -0.2912,
  "e_tot_ev": -137042.840,
  "orbital_gap_ev": 8.4,
  "lumo_ha": 0.0157,
  "smiles": "CC1(C)CCCC(C)(C)N1O.CC1(C)CCCC(C)(C)N1O.CC1(C)CCCC(C)(C)N1O.CC1(C)CCCC(C)(C)N1O.COCCNCCOC.COCCNCCOC.COCCNCCOC.COCCNCCOC.COCCNCCOC.COCCNCCOC.COCCNCCOC"
}